Entry 1:
ORCA calculation (wB97M-V/def2-TZVPD) on an isolated molecule of C3H4N2O.

Last column: natural (NBO) charge in e.
CARTESIAN COORDINATES (ANGSTROEM)
O: -1.963 0.158 0.411  -0.68
C: -0.768 -0.112 -0.243  0.13
C: 0.399 0.827 -0.127  -0.22
C: 1.466 0.041 -0.005  -0.10
N: 1.063 -1.341 0.114  -0.14
N: -0.180 -1.438 0.049  -0.13
H: -1.885 -0.124 1.330  0.48
H: -1.008 -0.187 -1.315  0.22
H: 0.351 1.903 -0.226  0.24
H: 2.524 0.273 0.013  0.22

energy above the lowest of the compared OMol25 structures with the same formula, charge and spin = 2.5705 eV
gap between HOMO and LUMO = 9.6 eV
SMILES string = O[C@H]1C=CN=N1
HOMO energy = -9.70 eV
F_max = 0.4 eV Å⁻¹

Entry 2:
ORCA calculation (wB97M-V/def2-TZVPD) on a structure of composition C3H4N2O.

Last column: natural (NBO) charge in e.
CARTESIAN COORDINATES (ANGSTROEM)
O: -0.200 -2.540 -0.810  -0.55
C: 0.245 -1.501 -0.553  0.59
N: -0.556 0.153 -1.182  -0.57
C: -0.190 1.097 -0.354  -0.01
C: 0.080 0.647 0.965  -0.01
N: -0.082 -0.639 1.140  -0.57
H: -0.454 0.413 -2.164  0.37
H: 0.140 2.086 -0.673  0.19
H: 0.625 1.286 1.661  0.19
H: 0.391 -1.000 1.969  0.37

energy above the lowest of the compared OMol25 structures with the same formula, charge and spin = 3.2616 eV
gap between HOMO and LUMO (alpha / beta) = 8.3 / 8.3 eV
HOMO energy (alpha / beta) = -8.35 / -8.35 eV
F_max = 1.1 eV Å⁻¹

Entry 3:
ORCA calculation (wB97M-V/def2-TZVPD) on an isolated molecule of C3H4N2O.

Last column: natural (NBO) charge in e.
CARTESIAN COORDINATES (ANGSTROEM)
H: 0.627 -1.342 -1.889  0.38
N: 0.358 -0.942 -1.003  -0.70
C: -0.841 -0.589 -0.885  0.41
O: -1.230 0.124 0.193  -0.48
C: -0.169 0.540 1.062  -0.17
C: 1.179 0.658 0.477  0.26
N: 2.289 0.922 0.283  -0.33
H: -1.671 -0.768 -1.572  0.17
H: -0.107 -0.142 1.917  0.23
H: -0.435 1.538 1.418  0.23

energy above the lowest of the compared OMol25 structures with the same formula, charge and spin = 1.8877 eV
gap between HOMO and LUMO = 10.8 eV
SMILES string = [H]/N=C/OCC#N
HOMO energy = -10.08 eV
F_max = 1.3 eV Å⁻¹

Entry 4:
ORCA calculation (wB97M-V/def2-TZVPD) on an isolated molecule of C3H4N2O.

Last column: natural (NBO) charge in e.
CARTESIAN COORDINATES (ANGSTROEM)
O: -1.522 -1.163 -1.029  -0.53
N: -0.700 -0.212 -0.462  0.13
C: 0.587 -0.398 -0.734  -0.09
C: 1.190 0.508 0.136  -0.32
C: 0.174 0.864 1.138  -0.09
N: -1.059 0.398 0.630  -0.29
H: -2.262 -1.327 -0.390  0.49
H: 0.960 -0.797 -1.672  0.24
H: 2.296 0.627 0.285  0.23
H: 0.336 1.500 2.097  0.23

energy above the lowest of the compared OMol25 structures with the same formula, charge and spin = 3.6153 eV
gap between HOMO and LUMO = 10.1 eV
SMILES string = On1cccn1
HOMO energy = -9.15 eV
F_max = 3.4 eV Å⁻¹

Entry 5:
ORCA calculation (wB97M-V/def2-TZVPD) on an isolated molecule of C3H4N2O.

Last column: natural (NBO) charge in e.
CARTESIAN COORDINATES (ANGSTROEM)
N: -1.787 -0.047 -0.110  -0.84
C: -0.408 0.004 -0.061  0.23
C: 0.388 1.044 -0.002  -0.05
O: 1.660 0.585 -0.047  -0.39
C: 1.573 -0.702 -0.038  0.33
N: 0.334 -1.144 -0.002  -0.50
H: -2.308 0.548 0.605  0.39
H: -2.175 -1.043 -0.198  0.40
H: 0.240 2.089 -0.195  0.21
H: 2.483 -1.334 0.047  0.20

energy above the lowest of the compared OMol25 structures with the same formula, charge and spin = 1.2573 eV
gap between HOMO and LUMO = 9.6 eV
SMILES string = Nc1cocn1
HOMO energy = -8.51 eV
F_max = 3.1 eV Å⁻¹

Entry 6:
ORCA calculation (wB97M-V/def2-TZVPD) on a structure of composition C3H4N2O.

Last column: natural (NBO) charge in e.
CARTESIAN COORDINATES (ANGSTROEM)
C: 0.724 -0.133 1.169  -0.43
N: 0.411 -0.011 -0.243  -0.64
C: -0.886 -0.583 -0.831  0.63
C: -0.969 0.744 -1.387  0.15
O: -1.611 -1.428 -0.431  -0.47
N: -1.249 1.657 -2.067  -0.29
H: 1.184 0.279 -0.826  0.41
H: -0.071 -0.695 1.659  0.22
H: 0.805 0.846 1.647  0.21
H: 1.660 -0.677 1.309  0.20

energy above the lowest of the compared OMol25 structures with the same formula, charge and spin = 3.1095 eV
gap between HOMO and LUMO = 9.4 eV
HOMO energy = -9.74 eV
F_max = 5.4 eV Å⁻¹

Entry 7:
ORCA calculation (wB97M-V/def2-TZVPD) on an isolated molecule of C3H4N2O.

Last column: natural (NBO) charge in e.
CARTESIAN COORDINATES (ANGSTROEM)
N: 2.941 -1.331 -0.247  -0.24
C: 2.401 -0.338 -0.148  0.15
C: 1.595 0.816 0.127  0.47
O: 1.956 1.977 0.010  -0.46
C: 0.208 0.309 0.565  -0.28
N: -0.264 -0.430 -0.586  -0.82
H: -0.388 1.135 0.821  0.23
H: 0.422 -0.405 1.513  0.20
H: -0.740 -0.057 -1.272  0.37
H: 0.518 -1.104 -0.848  0.38

energy above the lowest of the compared OMol25 structures with the same formula, charge and spin = 2.3386 eV
gap between HOMO and LUMO = 9.3 eV
SMILES string = N#CC(=O)CN
HOMO energy = -9.78 eV
F_max = 7.9 eV Å⁻¹

Entry 8:
ORCA calculation (wB97M-V/def2-TZVPD) on an isolated molecule of C3H4N2O.

Last column: natural (NBO) charge in e.
CARTESIAN COORDINATES (ANGSTROEM)
C: 1.291 -0.862 -0.437  -0.44
C: 0.239 -0.056 -0.488  0.21
C: -1.195 -0.306 -0.232  0.00
N: -1.640 0.604 0.541  -0.22
N: -0.606 1.571 0.703  -0.17
O: 0.359 1.298 -0.325  -0.37
H: 2.270 -0.407 -0.325  0.22
H: 1.189 -1.939 -0.438  0.22
H: -1.807 -1.146 -0.540  0.22
H: -0.100 1.242 1.540  0.33

energy above the lowest of the compared OMol25 structures with the same formula, charge and spin = 4.0862 eV
gap between HOMO and LUMO = 10.0 eV
SMILES string = C=C1C=NNO1
HOMO energy = -9.43 eV
F_max = 0.5 eV Å⁻¹

Entry 9:
ORCA calculation (wB97M-V/def2-TZVPD) on an isolated molecule of C3H4N2O.

Last column: natural (NBO) charge in e.
CARTESIAN COORDINATES (ANGSTROEM)
C: -2.590 -0.318 0.077  -0.01
N: -1.306 -0.299 -0.121  -0.32
N: -0.637 0.746 0.041  -0.20
C: 0.551 0.587 -0.235  -0.01
C: 1.432 -0.470 -0.139  0.31
O: 2.650 -0.169 0.222  -0.49
H: -3.081 0.658 0.332  0.14
H: -3.294 -1.075 0.387  0.20
H: 1.206 1.415 0.130  0.20
H: 1.208 -1.571 -0.273  0.17

energy above the lowest of the compared OMol25 structures with the same formula, charge and spin = 5.1649 eV
gap between HOMO and LUMO = 7.9 eV
SMILES string = C=N/N=C\C=O
HOMO energy = -9.43 eV
F_max = 10.0 eV Å⁻¹

Entry 10:
ORCA calculation (wB97M-V/def2-TZVPD) on an isolated molecule of C3H4N2O.

Last column: natural (NBO) charge in e.
CARTESIAN COORDINATES (ANGSTROEM)
N: 1.784 -0.091 -0.018  -0.80
C: 0.657 0.600 0.179  0.37
C: -0.340 1.372 0.257  -0.07
N: -0.951 0.139 0.735  -0.57
C: -1.336 -0.775 -0.238  0.51
O: -0.720 -1.061 -1.251  -0.63
H: 1.647 -0.840 -0.691  0.42
H: 2.268 -0.384 0.822  0.40
H: -0.760 2.363 0.153  0.23
H: -2.249 -1.324 0.051  0.12

energy above the lowest of the compared OMol25 structures with the same formula, charge and spin = 4.0495 eV
gap between HOMO and LUMO = 10.0 eV
SMILES string = NC1=CN1C=O
HOMO energy = -9.13 eV
F_max = 0.5 eV Å⁻¹

Entry 11:
ORCA calculation (wB97M-V/def2-TZVPD) on a cluster of 2 separate species, C3H4N2O in total.

Last column: natural (NBO) charge in e.
CARTESIAN COORDINATES (ANGSTROEM)
C: -0.973 1.645 0.264  -0.06
N: -1.985 1.083 0.322  0.21
O: -3.059 0.543 0.366  -0.41
H: 0.061 1.908 0.296  0.26
C: -0.104 -1.812 -0.198  -0.31
C: 0.766 -0.980 -0.154  0.13
N: 1.717 -0.006 -0.047  -0.85
H: -0.874 -2.549 -0.235  0.25
H: 1.845 0.528 -0.897  0.39
H: 2.607 -0.359 0.283  0.40

energy above the lowest of the compared OMol25 structures with the same formula, charge and spin = 5.5931 eV
gap between HOMO and LUMO = 9.9 eV
SMILES string = C#[N+][O-].C#CN
HOMO energy = -9.27 eV
F_max = 0.9 eV Å⁻¹

Entry 12:
ORCA calculation (wB97M-V/def2-TZVPD) on an isolated molecule of C3H4N2O.

Last column: natural (NBO) charge in e.
CARTESIAN COORDINATES (ANGSTROEM)
O: -2.236 -0.018 -0.014  -0.51
N: -0.843 -0.076 -0.117  0.13
C: -0.093 1.006 -0.081  -0.08
C: 1.244 0.548 0.001  -0.34
C: 1.133 -0.827 -0.029  -0.07
N: -0.177 -1.198 -0.146  -0.31
H: -2.514 -0.986 0.354  0.50
H: -0.513 1.990 -0.146  0.23
H: 2.085 1.156 0.068  0.23
H: 1.913 -1.595 0.109  0.22

energy above the lowest of the compared OMol25 structures with the same formula, charge and spin = 3.0738 eV
gap between HOMO and LUMO = 10.3 eV
SMILES string = On1cccn1
HOMO energy = -9.41 eV
F_max = 3.7 eV Å⁻¹

Entry 13:
ORCA calculation (wB97M-V/def2-TZVPD) on a structure of composition C3H4N2O.

Last column: natural (NBO) charge in e.
CARTESIAN COORDINATES (ANGSTROEM)
C: -0.622 -0.472 0.119  -0.01
C: 0.649 0.050 0.084  -0.12
C: 2.018 -0.281 0.014  0.45
N: -1.178 0.786 -0.021  -0.41
N: 0.107 1.375 0.146  -0.41
O: 2.967 0.441 0.064  -0.53
H: -1.120 -1.411 0.221  0.22
H: 2.264 -1.688 -0.185  0.04
H: -1.955 1.160 0.513  0.39
H: 0.386 2.072 -0.539  0.38

energy above the lowest of the compared OMol25 structures with the same formula, charge and spin = 4.3217 eV
gap between HOMO and LUMO = 9.5 eV
HOMO energy = -9.07 eV
F_max = 4.9 eV Å⁻¹

Entry 14:
ORCA calculation (wB97M-V/def2-TZVPD) on an isolated molecule of C3H4N2O.

Last column: natural (NBO) charge in e.
CARTESIAN COORDINATES (ANGSTROEM)
H: 2.520 0.891 0.278  0.37
N: 1.555 0.673 0.064  -0.73
C: 1.255 -0.526 0.316  0.41
O: 0.000 -0.997 0.127  -0.48
C: -0.840 -0.004 -0.452  -0.20
C: -2.186 0.035 0.118  0.25
N: -3.168 0.351 0.637  -0.29
H: 1.906 -1.318 0.691  0.17
H: -0.760 -0.070 -1.542  0.23
H: -0.490 0.986 -0.161  0.27

energy above the lowest of the compared OMol25 structures with the same formula, charge and spin = 1.7171 eV
gap between HOMO and LUMO = 11.6 eV
SMILES string = [H]/N=C/OCC#N
HOMO energy = -10.90 eV
F_max = 1.0 eV Å⁻¹

Entry 15:
ORCA calculation (wB97M-V/def2-TZVPD) on an isolated molecule of C3H4N2O.

Last column: natural (NBO) charge in e.
CARTESIAN COORDINATES (ANGSTROEM)
O: -2.327 -0.212 -0.063  -0.66
C: -0.991 0.068 -0.051  0.40
C: -0.159 1.172 -0.037  -0.20
N: 1.259 0.550 0.054  -0.56
C: 1.002 -0.762 0.046  0.22
N: -0.253 -1.076 -0.013  -0.55
H: -2.286 -1.194 -0.003  0.50
H: -0.247 2.249 -0.129  0.23
H: 2.280 0.767 0.120  0.43
H: 1.723 -1.562 0.074  0.20

energy above the lowest of the compared OMol25 structures with the same formula, charge and spin = 1.4154 eV
gap between HOMO and LUMO = 9.6 eV
SMILES string = Oc1c[nH]cn1
HOMO energy = -8.71 eV
F_max = 2.2 eV Å⁻¹

Entry 16:
ORCA calculation (wB97M-V/def2-TZVPD) on a structure of composition C3H4N2O.

Last column: natural (NBO) charge in e.
CARTESIAN COORDINATES (ANGSTROEM)
N: -0.309 -0.383 1.466  -0.67
C: 0.291 0.688 1.215  0.39
O: 0.447 1.100 -0.096  -0.49
C: -0.407 0.709 -1.045  0.13
C: 0.261 -0.910 -1.848  -0.04
N: 0.849 -1.195 -2.811  -0.27
H: -0.322 -0.582 2.463  0.37
H: 0.796 1.380 1.891  0.18
H: -1.326 0.341 -0.548  0.12
H: -0.190 -1.225 -0.873  0.28

energy above the lowest of the compared OMol25 structures with the same formula, charge and spin = 5.6479 eV
gap between HOMO and LUMO = 8.3 eV
HOMO energy = -8.95 eV
F_max = 0.6 eV Å⁻¹

Entry 17:
ORCA calculation (wB97M-V/def2-TZVPD) on an isolated molecule of C3H4N2O.

Last column: natural (NBO) charge in e.
CARTESIAN COORDINATES (ANGSTROEM)
H: -0.212 0.755 -3.048  0.40
N: -0.050 0.001 -2.185  -0.72
C: -0.091 0.129 -0.999  0.53
C: 0.408 -0.885 0.072  -0.33
C: 0.170 -0.504 1.285  -0.06
N: -0.256 0.859 1.173  -0.31
O: -0.447 1.210 -0.247  -0.35
H: 1.263 -1.718 -0.160  0.24
H: 0.377 -0.893 2.351  0.24
H: -1.161 1.045 1.758  0.37

energy above the lowest of the compared OMol25 structures with the same formula, charge and spin = 4.4169 eV
gap between HOMO and LUMO = 9.7 eV
SMILES string = [H]/N=c1/cc[nH]o1
HOMO energy = -8.82 eV
F_max = 8.1 eV Å⁻¹

Entry 18:
ORCA calculation (wB97M-V/def2-TZVPD) on an isolated molecule of C3H4N2O.

Last column: natural (NBO) charge in e.
CARTESIAN COORDINATES (ANGSTROEM)
O: 2.128 -0.412 -0.053  -0.47
N: 0.832 -0.305 -0.087  0.13
C: 0.146 0.870 -0.013  -0.12
C: -1.173 0.448 -0.075  -0.33
C: -1.141 -0.897 -0.005  -0.08
N: 0.108 -1.434 -0.059  -0.25
H: 2.414 0.570 0.283  0.47
H: 0.711 1.786 -0.060  0.21
H: -2.110 0.961 -0.087  0.23
H: -1.914 -1.588 0.155  0.21

energy above the lowest of the compared OMol25 structures with the same formula, charge and spin = 3.5875 eV
gap between HOMO and LUMO = 9.5 eV
SMILES string = On1cccn1
HOMO energy = -9.02 eV
F_max = 5.7 eV Å⁻¹

Entry 19:
ORCA calculation (wB97M-V/def2-TZVPD) on an isolated molecule of C3H4N2O.

Last column: natural (NBO) charge in e.
CARTESIAN COORDINATES (ANGSTROEM)
O: 1.041 -0.916 1.478  -0.66
C: 0.376 -0.454 0.387  0.40
C: -0.369 -1.174 -0.549  -0.18
N: -0.999 -0.267 -1.355  -0.43
C: -0.671 0.952 -0.955  0.12
N: 0.214 0.849 0.096  -0.56
H: 1.305 -0.174 2.077  0.48
H: -0.636 -2.244 -0.603  0.22
H: -1.030 1.946 -1.239  0.20
H: 0.768 1.484 0.662  0.41

energy above the lowest of the compared OMol25 structures with the same formula, charge and spin = 1.1595 eV
gap between HOMO and LUMO = 8.4 eV
SMILES string = Oc1cnc[nH]1
HOMO energy = -8.14 eV
F_max = 2.4 eV Å⁻¹

Entry 20:
ORCA calculation (wB97M-V/def2-TZVPD) on an isolated molecule of C3H4N2O.

Last column: natural (NBO) charge in e.
CARTESIAN COORDINATES (ANGSTROEM)
O: -1.286 1.816 0.270  -0.57
C: -0.582 0.836 0.201  0.66
C: -0.945 -0.642 0.118  -0.37
N: 0.299 -1.398 0.087  -0.42
C: 1.198 -0.517 -0.092  0.25
N: 0.799 0.807 0.047  -0.64
H: -1.712 -0.989 0.808  0.24
H: -1.325 -0.781 -0.901  0.24
H: 2.177 -0.759 -0.486  0.20
H: 1.376 1.626 -0.051  0.42

energy above the lowest of the compared OMol25 structures with the same formula, charge and spin = 0.4972 eV
gap between HOMO and LUMO = 10.4 eV
SMILES string = O=C1CN=CN1
HOMO energy = -9.59 eV
F_max = 0.6 eV Å⁻¹

| no. | energy (a.u.) |
| --- | --- |
| 1 | -301.39277 |
| 2 | -301.36737 |
| 3 | -301.41786 |
| 4 | -301.35437 |
| 5 | -301.44103 |
| 6 | -301.37296 |
| 7 | -301.40129 |
| 8 | -301.33707 |
| 9 | -301.29743 |
| 10 | -301.33842 |
| 11 | -301.28169 |
| 12 | -301.37427 |
| 13 | -301.32841 |
| 14 | -301.42413 |
| 15 | -301.43522 |
| 16 | -301.27967 |
| 17 | -301.32492 |
| 18 | -301.35539 |
| 19 | -301.44462 |
| 20 | -301.46896 |